This record from the OMol25 dataset describes 4 unconnected molecules or ions with the total composition C27H62BrN6O5. The level of theory is ωB97M-V/def2-TZVPD.

Structure (ORCA input):
```
! RIJCOSX wB97M-V def2-TZVPD def2/J DEFGRID3
* xyz 1 1
H 3.951 -1.597 4.935
C -8.177 1.395 1.915
H 3.692 -3.618 1.115
H 1.180 -5.501 3.702
C 1.568 6.742 -8.283
H 3.365 3.191 -3.036
C -1.781 -1.638 4.370
H -3.090 -4.832 1.810
C -5.646 1.230 1.517
C 3.528 -4.020 4.413
H 0.832 3.569 -2.985
N 4.149 -3.609 3.155
C -1.796 -3.272 2.473
H -8.224 2.164 1.134
C -0.335 -2.800 2.623
C 1.309 1.813 -1.891
C 2.930 0.085 -2.174
C 2.661 2.861 -3.804
H 1.665 -2.816 0.163
H 4.805 5.740 -7.480
H 2.625 8.755 -6.467
H 0.860 -7.174 3.189
H 0.603 -6.043 -0.157
C -6.961 0.484 1.717
H 1.605 -1.084 0.340
N -6.815 -0.461 2.835
C 0.461 -6.163 3.218
C -0.013 -2.053 1.307
O -8.264 1.981 3.196
H 3.076 1.978 -4.291
C -2.153 -4.761 2.356
O 1.560 0.424 -2.024
N 0.446 1.947 -4.225
H -0.431 -6.157 3.840
O 1.073 7.700 -7.369
H 2.322 9.153 -8.182
C 0.950 -6.341 0.825
O -1.704 -6.384 0.699
C 1.281 2.597 -3.211
H 2.018 2.260 -1.182
H 0.238 -2.211 4.594
H -6.824 0.082 3.695
C 1.463 -2.020 0.878
H -0.567 -2.531 0.497
H 4.730 -0.491 3.791
H 2.532 -3.582 4.554
H 2.765 4.992 -8.425
C 1.855 8.872 -7.234
C -1.214 -5.678 1.565
H 1.188 9.675 -6.922
H -6.475 2.904 3.736
H -0.508 1.872 -3.883
C 5.057 -2.517 3.276
H 4.084 7.162 -6.751
H -5.257 1.628 2.455
H 2.401 -4.171 2.176
H 3.579 0.756 -1.604
H -7.145 -0.097 0.809
N -2.566 -2.762 3.713
H 3.218 0.095 -3.226
C -7.483 3.148 3.392
H -2.236 -0.667 4.239
H -7.649 -1.038 2.897
H 4.176 -3.779 5.249
H -7.425 3.748 2.480
H -5.763 2.057 0.817
H 0.060 -0.806 3.551
H 3.434 -5.105 4.404
H 3.256 -1.305 1.779
C 3.192 -3.428 2.064
H 3.063 -0.931 -1.799
N 2.299 5.264 -6.417
H 0.315 1.882 -1.437
C 2.663 5.825 -7.723
H -1.775 -1.882 5.428
C 4.029 6.494 -7.610
N 0.149 -5.685 1.863
H 2.033 6.040 -5.817
C -0.370 -1.768 3.807
H 2.096 -1.796 2.987
Br -4.284 -2.078 3.169
C 2.507 -2.062 2.013
H 5.713 -1.382 4.949
H -2.331 -5.217 3.331
H 1.978 -6.001 0.935
H 0.707 6.120 -8.542
H 0.390 -3.530 2.945
H 1.899 7.233 -9.207
H 0.757 0.984 -4.317
H 1.444 4.722 -6.515
H -0.415 -1.043 1.375
H -4.888 0.556 1.113
H -9.077 0.783 1.815
C 4.830 -1.436 4.318
H -7.969 3.738 4.167
H 4.264 7.068 -8.508
H 2.600 3.642 -4.560
H 0.911 -7.425 0.917
H -2.676 -3.456 4.446
H -2.278 -2.697 1.693
O 6.010 -2.433 2.525
*
```

Results
frontier orbital gap	6.237	eV
HOMO level	-10.26	eV
E	-4344.35010	Eh

***

This record from the OMol25 dataset describes a molecular structure, C27H62Cl2NO10S2. The level of theory is ωB97M-V/def2-TZVPD.

Structure (ORCA input):
```
! RIJCOSX wB97M-V def2-TZVPD def2/J DEFGRID3
* xyz -1 1
H -5.229 3.275 3.881
H -5.081 5.211 5.121
O 6.956 4.022 -0.484
H -6.661 8.225 1.205
H -1.866 -11.241 -2.458
S -4.485 3.975 1.716
O -2.594 -8.653 -1.708
C -3.763 -9.250 -2.235
H 2.965 2.564 3.040
H -4.807 7.806 2.931
C -1.646 -9.528 -1.129
H -3.515 -9.891 -3.089
H -5.157 6.732 1.572
H 9.090 2.445 -3.273
H 9.290 0.544 -1.684
O -3.486 4.943 1.333
C 2.395 1.185 1.497
H -6.506 6.711 4.276
C -4.583 -10.018 -1.212
H -0.636 -10.080 -2.953
C 10.106 0.770 -2.371
H -6.136 -6.596 1.173
H 6.599 4.403 -3.158
H 10.116 2.869 -1.892
H 4.252 3.574 0.076
C -4.819 -3.180 -0.274
C -5.041 -3.495 1.193
H 4.141 4.930 1.182
H -5.564 -2.663 1.666
H -5.491 -10.406 -1.675
H 4.990 4.318 -2.442
H -4.056 -6.368 2.518
H 6.519 5.524 0.768
C 10.036 2.232 -2.774
H 5.601 5.572 -0.725
H -6.763 5.487 3.051
H -4.229 -2.268 -0.376
H 1.267 2.119 3.085
H 7.366 2.516 -1.740
C -4.529 4.006 3.487
H 5.787 2.388 -0.991
C 0.728 3.557 0.833
H -4.287 -3.981 -0.792
C -5.141 0.907 -0.615
H -3.536 3.706 3.813
C -4.838 5.389 4.075
H -4.034 -10.865 -0.796
C 2.095 2.364 2.410
H 1.548 0.943 0.856
H -0.837 -8.886 -0.783
C 5.979 4.900 0.054
O -5.858 -4.633 1.429
H -5.369 -5.814 -0.198
H -4.355 -8.423 -2.626
H -1.429 3.275 0.787
C -5.581 7.196 2.457
H -5.607 0.431 2.228
H 10.620 -0.808 -5.208
H 10.840 2.507 -3.458
C -1.092 -10.567 -2.090
O -4.108 3.239 -1.003
N -3.954 2.456 1.424
H -2.064 -10.013 -0.238
H 2.627 0.300 2.091
H 11.036 0.564 -1.829
C -6.022 6.160 3.468
C 4.828 4.202 0.755
H -4.867 -9.366 -0.384
H 5.202 3.565 1.559
Cl -4.934 0.434 -2.264
H 12.671 0.469 -3.317
C -0.598 3.222 1.480
Cl -7.213 -0.786 -0.509
H -4.083 -3.600 1.714
H 3.249 1.407 0.854
C 10.905 -0.043 -4.485
H -5.769 -3.033 -0.779
H 0.930 2.877 -0.003
C -6.397 0.774 1.567
C -5.386 -5.853 0.898
C -4.030 -6.284 1.430
S -3.901 2.110 -0.127
O 1.839 3.572 1.730
O -2.661 1.412 -0.398
C 6.490 3.095 -1.446
C -6.128 0.400 0.137
H -3.244 -5.575 1.171
H -3.949 6.016 4.081
H 12.430 -1.259 -3.564
H -0.798 3.934 2.285
H 13.009 -0.241 -4.894
H -0.605 2.221 1.913
H 5.589 2.965 -3.396
H 10.819 0.922 -5.000
H -3.754 -7.252 1.009
H -7.320 0.294 1.884
C 5.880 3.735 -2.681
O 9.949 -0.137 -3.448
O -5.822 4.191 1.209
H 0.686 4.562 0.413
H -0.335 -11.172 -1.590
H -6.530 1.845 1.676
O -6.686 8.042 2.139
C 12.337 -0.280 -4.036
*
```

Results
frontier orbital gap	8.318	eV
HOMO level	-6.25	eV
E	-3589.79863	Eh

***

This record from the OMol25 dataset describes 5 unconnected molecules or ions with the total composition C27H62N2O5. The level of theory is ωB97M-V/def2-TZVPD.

Structure (ORCA input):
```
! RIJCOSX wB97M-V def2-TZVPD def2/J DEFGRID3
* xyz 0 1
H -3.357 38.334 3.013
H -2.507 34.843 3.358
H -0.742 33.349 0.754
C 2.109 29.692 2.857
H 0.223 32.905 2.201
H -2.791 32.808 0.499
H -4.902 32.017 0.877
C -3.104 33.000 1.531
H -3.074 33.511 4.336
C -3.465 37.851 3.990
H 4.166 27.818 4.864
H -5.538 37.797 3.806
C -4.833 38.184 4.552
H 1.903 40.486 5.790
O -4.148 37.604 8.105
H -6.245 35.846 5.288
H -6.252 39.189 6.597
H -2.246 35.902 7.387
C -2.365 29.182 3.373
H 2.284 27.331 2.409
N -3.954 37.955 6.744
C -5.067 37.523 5.914
H -6.515 37.709 7.484
H 0.459 34.542 7.797
C -3.835 30.687 2.110
H -1.564 29.077 4.108
H -4.492 31.553 4.432
H -1.893 28.901 2.421
H -0.683 38.150 7.489
H 0.696 33.476 4.681
H -5.312 35.553 6.727
C 2.962 38.613 5.292
H 2.816 40.552 4.298
C -1.668 38.576 7.309
H -0.996 36.279 6.236
H -2.291 39.415 4.920
C -3.560 31.010 4.583
H 1.893 37.150 4.088
O -0.600 31.249 3.680
O 3.210 27.579 2.484
O 0.569 31.528 6.302
H -7.238 37.781 5.924
C 2.198 39.900 4.922
H -2.148 38.753 8.269
H 1.950 32.643 7.314
C -5.267 36.024 5.735
C -0.671 33.403 1.838
H 2.420 33.175 5.040
H -4.669 30.009 2.322
H -3.394 30.311 1.181
H -2.513 35.627 5.656
H -4.989 32.534 2.536
H 1.178 37.458 5.636
H -3.449 34.038 1.488
H 3.710 39.493 6.902
H -1.343 34.000 4.306
H -3.789 30.119 5.172
C -2.078 36.308 6.384
H 2.020 29.959 1.793
H -3.140 28.461 3.615
C -6.361 38.112 6.472
H -0.113 31.679 5.632
H -2.908 31.609 5.217
H -4.618 38.350 8.489
O 3.411 38.612 6.661
H 0.054 31.047 3.005
H 1.356 39.648 4.275
H 2.149 30.691 3.308
H -4.971 39.265 4.604
H 2.467 28.202 5.043
C -2.566 37.760 6.363
H -4.469 35.497 5.222
C -2.250 33.839 3.713
H -1.546 39.595 6.928
C 2.145 37.370 5.135
C -1.933 32.920 2.526
H 4.213 29.309 2.779
H 1.583 34.647 5.647
C -2.355 38.324 4.945
H 3.869 38.601 4.677
N -1.762 31.506 2.891
H 1.157 29.228 3.130
C -2.848 30.619 3.257
H -3.289 36.786 3.830
C 0.035 33.593 7.463
H -1.393 37.959 4.571
H -0.292 33.020 8.332
C 1.487 33.586 5.426
H -0.838 33.784 6.833
H 2.699 36.480 5.429
C 3.418 28.588 4.672
H -0.519 34.465 2.063
H 3.665 29.507 5.202
C 1.080 32.804 6.675
C -4.315 32.100 1.794
C 3.315 28.829 3.168
*
```

Results
frontier orbital gap	8.997	eV
HOMO level	-8.41	eV
SMILES	CC1(C)CCCC(C)(C)N1O.CC1(C)CCCC(C)(C)N1O.CC(C)O.CC(C)O.CC(C)O
relative energy (zero: lowest compared OMol25 entry of this formula, charge and spin)	16.5	kJ/mol
E	-1551.53538	Eh

***

Question: Which value of HOMO level does entry 2 give?
Answer: -6.25 eV